Entry 1:
Below is a molecular structure, C40H103N5O37Y2 in a non-equilibrium geometry, with properties calculated with wB97M-V/def2-TZVPD.

Element x y z (Å)
Y1 -1.773 -2.074 2.704
Y2 -1.050 -3.122 -2.336
O1 -3.228 -5.074 5.533
C1 -2.790 -4.123 4.709
O2 -3.478 -3.542 3.806
O3 -1.688 -3.661 4.798
H1 -4.155 -4.892 5.365
O4 2.090 -2.960 -5.069
C2 1.063 -2.971 -4.266
O5 -0.086 -3.224 -4.598
O6 1.222 -2.792 -3.057
H2 1.808 -3.354 -5.897
O7 0.447 0.696 -0.448
C3 -0.169 -0.468 -0.121
O8 -0.518 -0.744 1.037
O9 -0.631 -1.120 -1.118
H3 0.336 1.280 0.306
O10 0.129 -5.874 1.132
C4 -0.396 -4.683 0.874
O11 -0.192 -4.137 -0.257
O12 -1.007 -4.012 1.752
H4 -0.202 -5.858 2.033
O13 -3.146 1.277 4.972
C5 -2.791 0.309 4.240
O14 -3.521 -0.347 3.493
O15 -1.626 -0.047 4.139
H5 -2.348 1.453 5.476
O16 -4.992 -2.826 -0.289
C6 -3.721 -2.615 -0.131
O17 -3.343 -2.226 0.929
O18 -2.849 -2.934 -0.990
H6 -5.116 -2.354 0.538
C7 0.413 5.896 3.693
C8 0.189 7.310 3.040
C9 0.698 7.566 1.588
O19 2.156 7.512 1.589
C10 2.747 8.353 0.559
N1 -1.229 7.398 3.080
H7 -0.346 5.505 4.370
H8 1.357 5.873 4.237
H9 0.592 5.139 2.929
H10 0.604 7.983 3.791
H11 0.274 8.534 1.319
H12 0.255 6.882 0.864
H13 2.567 8.224 -0.508
H14 3.779 8.004 0.588
H15 2.650 9.436 0.647
H16 -1.861 6.880 2.487
H17 -1.552 8.328 2.853
C11 -7.061 0.155 -5.773
C12 -7.101 -0.927 -4.727
C13 -6.830 -0.266 -3.391
O20 -5.764 0.709 -3.309
C14 -5.547 1.086 -1.864
N2 -8.373 -1.704 -4.800
H18 -6.057 0.564 -5.885
H19 -7.602 1.059 -5.496
H20 -7.258 -0.092 -6.817
H21 -6.355 -1.585 -5.174
H22 -6.671 -1.046 -2.646
H23 -7.701 0.355 -3.186
H24 -6.255 1.838 -1.516
H25 -4.509 1.414 -1.819
H26 -5.585 0.199 -1.231
H27 -8.380 -2.369 -4.040
H28 -9.101 -1.012 -4.698
C15 2.328 -0.442 3.104
C16 1.780 -1.889 2.879
C17 2.846 -2.985 3.125
O21 2.376 -4.310 2.870
C18 2.359 -5.174 3.951
N3 0.592 -2.169 3.713
H29 2.442 -0.257 4.172
H30 1.654 0.354 2.787
H31 3.224 -0.174 2.544
H32 1.510 -2.073 1.839
H33 3.214 -2.888 4.147
H34 3.596 -2.740 2.373
H35 3.291 -5.117 4.513
H36 2.203 -6.198 3.612
H37 1.607 -4.765 4.626
H38 0.870 -3.069 4.078
H39 0.760 -1.689 4.586
C19 -1.659 4.405 -0.220
C20 -1.719 3.372 0.979
C21 -2.738 2.249 0.938
O22 -3.986 2.852 0.637
C22 -4.796 2.961 1.772
N4 -0.452 2.836 1.068
H40 -1.253 5.325 0.202
H41 -2.653 4.754 -0.498
H42 -1.217 3.962 -1.113
H43 -1.904 4.037 1.823
H44 -2.675 1.729 1.894
H45 -2.402 1.514 0.207
H46 -5.096 2.107 2.379
H47 -5.712 3.519 1.578
H48 -4.234 3.587 2.465
H49 -0.232 2.788 2.052
H50 0.144 3.624 0.858
C23 -4.936 -3.795 -4.678
C24 -3.558 -3.316 -4.361
C25 -3.532 -1.784 -3.982
O23 -2.204 -1.342 -3.657
C26 -1.871 -0.021 -3.817
N5 -2.897 -4.117 -3.376
H51 -5.211 -3.735 -5.731
H52 -5.736 -3.299 -4.128
H53 -5.018 -4.815 -4.302
H54 -3.004 -3.327 -5.300
H55 -4.243 -1.474 -3.217
H56 -3.889 -1.116 -4.766
H57 -0.812 0.117 -3.595
H58 -2.415 0.620 -3.123
H59 -2.120 0.392 -4.793
H60 -3.089 -5.034 -3.753
H61 -3.586 -4.239 -2.647
C27 6.280 -1.744 1.673
C28 6.064 -0.846 0.385
O24 6.901 -1.229 -0.617
O25 6.373 -3.149 1.198
H62 5.541 -1.619 2.465
H63 7.177 -1.361 2.159
H64 6.386 0.155 0.672
H65 5.080 -0.844 -0.084
H66 6.571 -2.004 -1.077
H67 7.297 -3.395 1.284
C29 2.358 0.651 -3.167
C30 3.473 1.155 -4.143
O26 3.523 0.352 -5.370
O27 2.714 1.273 -1.926
H68 2.490 -0.429 -3.105
H69 1.335 0.889 -3.456
H70 4.436 0.971 -3.666
H71 3.438 2.238 -4.268
H72 3.466 -0.582 -5.157
H73 2.125 0.955 -1.238
C31 0.862 1.648 6.293
C32 0.606 2.769 5.277
O28 0.107 2.327 4.013
O29 -0.367 1.089 6.735
H74 1.430 2.044 7.135
H75 1.419 0.904 5.724
H76 1.506 3.374 5.163
H77 -0.026 3.482 5.807
H78 -0.663 1.780 4.185
H79 -0.410 0.131 6.688
C33 3.655 -5.003 -0.460
C34 4.481 -3.883 -0.998
O30 4.079 -3.471 -2.359
O31 4.083 -6.232 -1.041
H80 2.585 -4.950 -0.661
H81 3.726 -5.021 0.628
H82 5.552 -4.061 -0.897
H83 4.093 -3.104 -0.342
H84 3.252 -2.992 -2.444
H85 4.290 -6.144 -1.975
C35 3.840 4.960 -1.291
C36 2.753 4.561 -2.339
O32 1.633 3.962 -1.708
O33 4.804 4.001 -1.105
H86 3.389 5.357 -0.381
H87 4.434 5.834 -1.557
H88 3.120 3.822 -3.052
H89 2.481 5.434 -2.931
H90 1.852 3.034 -1.595
H91 5.284 3.883 -1.928
C37 4.370 4.431 2.586
C38 3.085 3.760 2.066
O34 3.479 2.595 1.352
O35 3.888 5.448 3.439
H92 5.157 4.615 1.855
H93 4.822 3.583 3.100
H94 2.573 4.447 1.393
H95 2.369 3.449 2.826
H96 3.939 2.897 0.565
H97 3.252 5.945 2.919
C39 0.878 -5.963 -3.338
C40 1.112 -7.356 -2.698
O36 0.116 -8.233 -3.086
O37 -0.472 -5.417 -2.946
H98 1.190 -5.934 -4.382
H99 1.539 -5.210 -2.912
H100 1.084 -7.359 -1.609
H101 2.157 -7.514 -2.966
H102 0.367 -9.097 -2.751
H103 -1.153 -5.998 -3.292

Computed properties:
E_LUMO ... -0.005 Ha
Multiplicity ... 1
HOMO-LUMO gap ... 8.757 eV

Entry 2:
Below is a molecular structure, C40H105F3N9O11Sr in a non-equilibrium geometry, with properties calculated with wB97M-V/def2-TZVPD.

Element x y z (Å)
Sr1 -9.384 -9.275 4.766
C1 -9.967 -5.464 4.838
O1 -10.931 -5.490 3.717
O2 -9.776 -6.811 5.250
C2 -8.777 -4.455 4.639
F1 -7.916 -4.731 3.692
F2 -9.229 -3.229 4.449
F3 -8.062 -4.342 5.787
C3 -11.557 -4.322 3.189
C4 -12.719 -4.777 2.279
H1 -12.376 -5.199 1.334
H2 -13.378 -5.499 2.759
H3 -13.396 -3.957 2.041
H4 -10.841 -3.676 2.682
H5 -11.991 -3.732 3.996
H6 -10.561 -5.038 5.647
C5 -10.065 -5.292 8.681
C6 -8.771 -5.349 9.448
C7 -8.790 -6.143 10.741
O3 -9.693 -5.624 11.632
C8 -10.264 -6.519 12.567
N1 -7.766 -5.882 8.572
H7 -10.388 -6.255 8.286
H8 -9.939 -4.616 7.835
H9 -10.932 -4.951 9.247
H10 -8.582 -4.300 9.676
H11 -7.798 -6.108 11.190
H12 -9.047 -7.194 10.607
H13 -10.958 -7.235 12.127
H14 -10.936 -5.942 13.202
H15 -9.529 -7.032 13.188
H16 -8.235 -6.669 8.147
H17 -7.591 -5.329 7.746
C9 -13.265 -6.419 6.913
C10 -14.073 -5.136 6.680
C11 -13.250 -3.891 7.028
O4 -14.188 -2.947 7.614
C12 -13.567 -1.732 8.043
N2 -14.380 -5.069 5.269
H18 -12.864 -6.506 7.923
H19 -12.365 -6.254 6.321
H20 -13.771 -7.327 6.584
H21 -15.018 -5.148 7.223
H22 -12.737 -3.498 6.150
H23 -12.505 -4.124 7.789
H24 -14.174 -0.839 8.192
H25 -12.700 -1.422 7.460
H26 -13.051 -1.983 8.969
H27 -14.832 -4.191 5.061
H28 -13.531 -5.107 4.724
C13 -16.679 -5.451 0.559
C14 -16.731 -5.185 -0.945
C15 -16.095 -6.374 -1.724
O5 -16.952 -7.483 -1.651
C16 -16.751 -8.534 -2.587
N3 -18.147 -5.092 -1.287
H29 -15.636 -5.543 0.862
H30 -17.262 -6.351 0.754
H31 -17.048 -4.609 1.145
H32 -16.267 -4.226 -1.174
H33 -15.185 -6.645 -1.188
H34 -15.867 -6.113 -2.757
H35 -17.244 -9.464 -2.305
H36 -15.679 -8.702 -2.682
H37 -17.154 -8.286 -3.569
H38 -18.151 -5.028 -2.295
H39 -18.345 -6.079 -1.207
C17 -5.504 -3.750 0.861
C18 -6.510 -2.617 0.519
C19 -6.772 -1.631 1.671
O6 -7.549 -0.570 1.217
C20 -8.033 0.247 2.269
N4 -6.069 -2.014 -0.717
H40 -5.895 -4.306 1.713
H41 -4.532 -3.363 1.166
H42 -5.380 -4.436 0.023
H43 -7.448 -3.114 0.273
H44 -5.813 -1.290 2.061
H45 -7.269 -2.150 2.490
H46 -8.758 -0.238 2.923
H47 -8.573 1.077 1.813
H48 -7.218 0.647 2.872
H49 -5.322 -1.355 -0.548
H50 -6.821 -1.456 -1.096
C21 -5.880 -1.985 7.429
C22 -6.806 -1.708 8.647
C23 -8.271 -1.810 8.239
O7 -8.595 -0.820 7.239
C24 -9.995 -0.869 6.995
N5 -6.523 -2.729 9.694
H51 -4.854 -1.931 7.793
H52 -6.113 -1.307 6.608
H53 -6.091 -3.024 7.177
H54 -6.523 -0.732 9.041
H55 -8.871 -1.657 9.136
H56 -8.520 -2.817 7.905
H57 -10.534 -0.694 7.926
H58 -10.204 -1.785 6.442
H59 -10.394 -0.122 6.310
H60 -7.283 -2.720 10.359
H61 -6.644 -3.631 9.256
C25 -6.216 -10.372 1.545
C26 -6.885 -9.871 2.826
C27 -6.287 -8.634 3.445
O8 -6.965 -8.390 4.651
C28 -6.486 -7.247 5.362
N6 -8.274 -9.617 2.418
H62 -6.139 -9.512 0.880
H63 -6.698 -11.124 0.920
H64 -5.204 -10.717 1.755
H65 -6.914 -10.679 3.557
H66 -6.458 -7.845 2.712
H67 -5.210 -8.652 3.614
H68 -7.197 -7.166 6.183
H69 -6.451 -6.344 4.752
H70 -5.476 -7.325 5.766
H71 -8.640 -10.494 2.076
H72 -8.217 -9.096 1.554
C29 -13.016 -8.961 4.249
C30 -12.400 -9.250 2.853
C31 -13.456 -8.986 1.755
O9 -12.710 -9.239 0.563
C32 -13.525 -9.229 -0.589
N7 -11.154 -8.486 2.872
H73 -12.260 -8.845 5.025
H74 -13.578 -9.862 4.497
H75 -13.758 -8.163 4.210
H76 -12.250 -10.327 2.784
H77 -13.687 -7.928 1.880
H78 -14.343 -9.619 1.760
H79 -13.080 -9.591 -1.515
H80 -13.673 -8.163 -0.763
H81 -14.551 -9.587 -0.500
H82 -10.984 -8.390 1.881
H83 -11.340 -7.512 3.063
C33 -8.613 -6.385 0.713
C34 -9.945 -6.884 0.193
C35 -10.374 -6.311 -1.203
O10 -11.714 -6.683 -1.478
C36 -12.246 -6.114 -2.693
N8 -9.872 -8.303 0.119
H84 -7.792 -6.613 0.034
H85 -8.393 -6.678 1.740
H86 -8.775 -5.307 0.707
H87 -10.701 -6.673 0.950
H88 -9.744 -6.609 -2.041
H89 -10.365 -5.222 -1.149
H90 -13.291 -6.403 -2.806
H91 -11.710 -6.571 -3.525
H92 -12.309 -5.031 -2.799
H93 -10.807 -8.571 -0.152
H94 -9.266 -8.631 -0.619
C37 -16.853 -2.777 3.344
C38 -15.609 -1.930 3.407
C39 -16.105 -0.448 3.372
O11 -15.136 0.625 3.544
C40 -15.784 1.871 3.647
N9 -14.999 -2.194 4.722
H95 -17.523 -2.698 4.201
H96 -16.571 -3.829 3.292
H97 -17.395 -2.532 2.431
H98 -14.952 -2.233 2.591
H99 -16.891 -0.303 4.113
H100 -16.622 -0.208 2.442
H101 -15.058 2.669 3.802
H102 -16.458 1.848 4.503
H103 -16.465 2.081 2.822
H104 -15.761 -2.051 5.370
H105 -14.371 -1.451 4.993

Computed properties:
E_LUMO ... -0.135 Ha
Multiplicity ... 1
Energy above the lowest of the compared OMol25 structures with the same formula, charge and spin ... 50.4 kcal per mole
Net charge ... +1
HOMO-LUMO gap ... 6.517 eV